DFT (ωB97M-V/def2-TZVPD) results for a molecular structure, C19H54B3OPRbV at a distorted geometry.

Each line ends with the Mulliken charge.
Element x y z (Å)
Rb1 -1.0490 -20.1539 1.5683  0.888
V1 0.0010 -18.5405 5.6950  0.032
C1 -6.0000 -16.3635 -0.7420  -1.482
C2 -5.9263 -16.5882 0.7220  -0.178
C3 -4.5203 -16.8105 1.2732  -0.537
C4 -4.5372 -17.7556 2.4917  -0.186
P1 -5.1152 -17.1390 4.1368  0.637
C5 -3.8685 -16.0998 4.9645  -0.435
C6 -3.2400 -15.0542 3.9802  0.246
C7 -2.3239 -14.1438 4.7948  -0.607
C8 -2.9311 -13.3673 5.9734  -1.298
C9 -5.4059 -18.4746 5.2731  -1.077
C10 -6.5732 -19.3209 4.8025  -0.395
C11 -6.6883 -20.5480 5.6127  -0.737
C12 -7.1208 -20.2934 7.0088  -1.224
C13 -6.7067 -16.2250 4.0400  -1.272
C14 -7.2135 -15.6976 5.4442  -0.688
C15 -8.6196 -15.0959 5.3824  -0.499
C16 -9.0076 -14.3466 6.6044  -1.345
H1 -5.3713 -17.1461 -1.1667  0.352
H2 -5.5418 -15.4170 -1.0288  0.346
H3 -7.0218 -16.4128 -1.1184  0.380
H4 -6.4511 -17.5158 0.9506  0.263
H5 -6.3894 -15.7099 1.1719  0.173
H6 -4.1033 -15.8044 1.3184  0.242
H7 -3.9296 -17.2901 0.4927  0.724
H8 -3.4995 -18.0028 2.7156  -0.755
H9 -5.0708 -18.6830 2.2834  0.877
H10 -3.0773 -16.7845 5.2699  -0.408
H11 -4.2887 -15.6373 5.8576  0.921
H12 -4.0640 -14.4744 3.5645  0.431
H13 -2.6631 -15.6349 3.2604  -0.374
H14 -1.9164 -13.4332 4.0757  0.465
H15 -1.5328 -14.8025 5.1530  0.173
H16 -3.3721 -13.9632 6.7724  0.306
H17 -3.7492 -12.8194 5.5057  0.336
H18 -2.1945 -12.6993 6.4198  0.416
H19 -5.5850 -17.9751 6.2253  0.597
H20 -4.5066 -19.0856 5.3500  0.638
H21 -6.3758 -19.5705 3.7600  0.197
H22 -7.5387 -18.8177 4.8558  0.211
H23 -5.8016 -21.1817 5.6258  0.381
H24 -7.3799 -21.2225 5.1080  0.421
H25 -7.6929 -19.3908 7.2233  0.297
H26 -6.2905 -20.3066 7.7148  0.302
H27 -7.7425 -21.1174 7.3592  0.380
H28 -7.4476 -16.8442 3.5342  0.562
H29 -6.5570 -15.3696 3.3813  0.772
H30 -6.4514 -15.0135 5.8173  0.345
H31 -7.2893 -16.4408 6.2380  0.289
H32 -9.3731 -15.8684 5.2294  0.358
H33 -8.6953 -14.4278 4.5245  0.354
H34 -8.6643 -13.3145 6.5326  0.316
H35 -8.6238 -14.8200 7.5081  0.345
H36 -10.0911 -14.3342 6.7222  0.398
B1 -1.1313 -17.7171 7.6298  -0.138
H37 -2.0161 -18.1842 7.2257  -0.159
H38 -0.5940 -17.0709 6.9531  -0.017
H39 -1.3750 -17.2308 8.5617  0.167
H40 -0.4634 -18.5006 7.9526  0.235
B2 0.0421 -20.8645 6.0367  0.086
H41 0.4519 -20.7885 5.0414  -0.150
H42 0.6689 -20.2665 6.6799  -0.023
H43 -0.8707 -20.2900 6.0689  -0.110
H44 -0.1206 -21.8497 6.4456  -0.056
B3 -1.0892 -18.1647 3.8375  1.870
H45 -1.7533 -18.6383 4.5438  0.073
H46 -0.7430 -17.2411 4.2750  -0.279
H47 -0.2967 -18.8742 3.6564  -0.250
H48 -1.6027 -17.9879 2.9052  -1.278
C17 0.2020 -16.0671 1.2459  -0.268
C18 1.1290 -17.0260 0.6462  0.756
O1 0.6579 -17.8820 -0.1129  -0.622
C19 2.4826 -17.0858 1.1547  -1.192
H49 -0.5314 -15.6215 0.5739  0.385
H50 0.7346 -15.2468 1.7272  0.361
H51 -0.4129 -16.5986 1.9722  -0.252
H52 2.9304 -16.0931 1.1092  0.385
H53 3.1111 -17.6481 0.4641  0.371
H54 2.5521 -17.4634 2.1748  0.234

The value obtained for the LUMO energy (alpha / beta) is -5.989 / -11.651 eV. As for the total charge: +2. The spin multiplicity is 5. The value obtained for the HOMO-LUMO gap (alpha / beta) is 8.85 / 3.19 eV. As for the expectation value of S²: 6.01.


DFT (ωB97M-V/def2-TZVPD) results for C7H11NO3S in the gas phase at a distorted geometry.

Each line ends with the Mulliken charge.
Element x y z (Å)
C1 -0.6486 1.4988 0.1528  -0.972
C2 -0.4920 0.6962 -1.0184  -0.213
C3 0.1144 1.3586 1.3012  1.191
C4 0.5261 0.0421 -1.5870  -0.213
C5 0.7115 0.1171 1.5566  -0.751
C6 0.8225 -2.2253 0.8067  -0.444
C7 0.2305 2.3552 2.3643  -1.427
N1 0.2454 -1.0114 0.9149  -0.053
O1 -0.9800 -0.3041 -3.7347  -0.572
O2 -1.3996 -1.6231 -1.6744  -0.470
O3 0.5243 -2.1144 -3.2640  -0.661
S1 -0.3144 -1.0539 -2.7737  1.126
H1 -1.2425 2.3668 0.1012  0.300
H2 -1.3388 0.6319 -1.6890  0.312
H3 1.5637 -0.3758 -1.2826  0.356
H4 1.6409 0.0019 2.0934  0.356
H5 0.1772 -3.1619 0.8062  0.210
H6 1.9159 -2.3498 0.8233  0.276
H7 0.3859 2.0868 3.3899  0.379
H8 -0.6533 2.9032 2.1250  0.379
H9 1.1165 3.0349 2.1924  0.249
H10 -0.7717 -0.9239 0.6690  0.290
H11 -2.1340 -1.9497 -2.2729  0.353

The value obtained for the LUMO energy (alpha / beta) is -0.341 / -0.389 eV. The value obtained for the HOMO-LUMO gap (alpha / beta) is 6.97 / 6.93 eV.